No. 1
ORCA calculation (ωB97M-V/def2-TZVPD) on a structure of composition C11H19NSiSn in a non-equilibrium geometry.

```
! RIJCOSX wB97M-V def2-TZVPD def2/J DEFGRID3
* xyz 0 1
C 1.2404 -1.3219 -2.2314
C -0.0301 -1.6220 -2.7738
C -0.6315 -2.6576 -1.9286
C 0.2909 -2.8853 -0.8401
C 1.4322 -2.0910 -1.0610
Sn -1.7395 -0.8043 -0.8952
C -1.3930 2.4544 -1.2050
C -0.1106 1.8861 -1.1225
C 0.9644 2.1406 -1.9936
N 0.1727 0.9575 -0.1268
H -1.4754 -3.2997 -2.1851
H -0.4020 -1.2760 -3.7355
H 0.1577 -3.5874 -0.0181
H 2.3490 -2.0922 -0.4673
H 2.0081 -0.6984 -2.6900
H -2.2494 1.9038 -0.7968
H 1.1391 0.6178 -0.2307
H -1.5081 3.4390 -1.6656
H 0.9838 2.9524 -2.7056
H 1.7772 1.4259 -2.0312
C 0.9582 -0.8247 2.0601
Si -0.2171 0.6070 1.6636
C -1.8645 -0.1438 2.1433
C 0.2159 2.0906 2.6830
H 0.8278 -1.7268 1.4474
H 0.7554 -1.1241 3.0998
H 2.0202 -0.5478 2.0155
H -1.7693 -0.3050 3.2342
H -2.7169 0.5191 1.9534
H -2.0643 -1.1317 1.6897
H -0.1321 1.8940 3.7083
H 1.3014 2.2699 2.7123
H -0.2907 2.9817 2.2933
*
```

Calculated values
- Calculated total energy: -26910.584 eV

No. 2
ORCA calculation (ωB97M-V/def2-TZVPD) on a structure of composition C11H20B3NO5.

```
! RIJCOSX wB97M-V def2-TZVPD def2/J DEFGRID3
* xyz 0 1
B -2.8121 0.0026 -2.3484
O -2.2929 1.2764 -2.1925
B -1.2806 1.4171 -1.2433
O -0.3750 0.3922 -1.1173
B -0.6726 -0.6351 -2.0074
C 0.3745 -1.1797 -3.0513
O 1.4449 -1.8364 -2.3742
C 2.6715 -1.7397 -2.9885
C 2.8697 -2.2258 -4.2738
C 4.1215 -2.1030 -4.8619
C 5.1663 -1.5031 -4.1663
C 4.9638 -1.0447 -2.8712
C 3.7158 -1.1606 -2.2757
O -1.9959 -1.0592 -2.0003
H -3.8983 -0.1917 -2.7784
H -1.2397 2.4030 -0.5892
H 0.7639 -0.3133 -3.6040
H -0.1085 -1.8417 -3.7761
H 2.0443 -2.6991 -4.7924
H 4.2620 -2.4734 -5.8699
H 6.1343 -1.3986 -4.6410
H 5.7708 -0.5765 -2.3201
H 3.5366 -0.8138 -1.2661
C -3.0512 0.4323 4.9597
C -2.1189 1.6394 4.9656
C -1.9000 2.2613 3.5803
O -1.0265 1.5388 2.7369
C -1.6070 0.4545 2.0386
N -0.8623 1.2646 5.6179
H -2.5526 -0.4584 4.5775
H -3.3777 0.2091 5.9748
H -3.9380 0.6181 4.3506
H -2.5885 2.4146 5.5792
H -1.4267 3.2370 3.7172
H -2.8597 2.4336 3.0737
H -2.6450 0.6699 1.7611
H -1.5716 -0.4673 2.6253
H -1.0169 0.2950 1.1415
H -0.2802 2.0887 5.7333
H -0.3414 0.6729 4.9764
*
```

Calculated values
- Calculated total energy: -25493.696 eV

No. 3
ORCA calculation (ωB97M-V/def2-TZVPD) on an isolated molecule of C11H20Cl2O7 in a non-equilibrium geometry.

```
! RIJCOSX wB97M-V def2-TZVPD def2/J DEFGRID3
* xyz 0 1
C 3.0831 1.3911 1.2229
C 3.0483 -0.2383 1.2996
C 2.7062 -0.7424 -0.1821
O 2.0830 -2.0405 -0.2756
C 0.7365 -2.0685 0.2393
C -0.3307 -1.2113 -0.5956
O -1.2486 -2.0671 -1.3574
C -0.5388 -2.7946 -2.3727
Cl -1.6108 -3.2583 -3.8103
C -1.2578 -0.2388 0.2724
Cl -0.2749 0.7245 1.5351
C -2.1690 -1.2317 1.1967
O -3.0235 -0.3247 1.9790
O -2.8042 -0.5011 3.3193
O -2.1945 0.5473 -0.4444
C -1.6880 1.1979 -1.6130
C -0.6054 2.3517 -1.3690
C -1.0448 3.4401 -0.2721
O -0.1968 4.2073 0.2603
O -2.3866 3.5775 0.2054
H 4.0310 1.7730 0.7145
H 2.2028 1.8030 0.5984
H 2.9601 1.8725 2.2592
H 4.1042 -0.5366 1.6271
H 2.2690 -0.4833 2.0894
H 3.7181 -0.8364 -0.7308
H 2.1497 0.1037 -0.7114
H 0.3911 -3.1685 0.1606
H 0.7611 -1.8453 1.3605
H 0.2713 -0.6521 -1.4100
H -0.2374 -3.8041 -1.9013
H 0.4264 -2.3089 -2.7301
H -2.8902 -1.8569 0.5747
H -1.5164 -1.8548 1.9073
H -2.6923 0.4192 3.6713
H -2.5934 1.7250 -2.1007
H -1.2759 0.5171 -2.4330
H -0.4314 2.9354 -2.3403
H 0.4240 1.9594 -1.0342
H -2.3548 3.5183 1.1909
*
```

Calculated values
- Calculated total energy: -51102.152 eV

No. 4
ORCA calculation (ωB97M-V/def2-TZVPD) on a structure of composition C11H20F3N4O9SV in a non-equilibrium geometry.

```
! RIJCOSX wB97M-V def2-TZVPD def2/J DEFGRID3
* xyz 0 3
V 0.7648 -0.1082 1.4173
N 0.4140 2.2559 2.5836
O 0.0903 3.2090 3.2112
O -0.1596 1.8117 1.5394
O 1.3757 1.4749 2.8845
N -1.1233 -1.7393 0.4465
O -1.9882 -2.4618 0.0523
O -1.2827 -0.4962 0.6494
O 0.0830 -2.0658 0.6728
C -1.7853 -2.7831 3.7652
F -2.3100 -3.4782 4.7425
F -1.0151 -3.5865 3.0122
F -2.7371 -2.2961 2.9613
S -0.6966 -1.3889 4.3905
O -1.5197 -0.4208 5.0648
O 0.2639 -2.0765 5.2250
O -0.0825 -0.8542 3.1518
N -3.3454 -0.2727 -1.6042
C -3.3445 1.0909 -1.7472
C -3.9537 1.2996 -2.9665
C -4.3297 0.0743 -3.5727
C -3.9212 -0.8954 -2.6437
H -3.1456 -0.7816 -0.7558
H -3.0141 1.7237 -0.9454
H -4.1296 2.2869 -3.3748
H -4.7176 -0.1699 -4.5437
H -3.8132 -1.9575 -2.8007
C 2.6606 -2.0005 -0.8632
C 3.1024 -0.5835 -0.4622
N 1.9706 0.3804 -0.2769
C 1.1707 0.4686 -1.5187
C 0.1324 1.5802 -1.6017
C 2.6093 1.7020 0.0115
C 3.6308 2.2329 -1.0103
H 2.1453 -2.0461 -1.8196
H 2.1216 -2.5102 -0.0685
H 3.5589 -2.6011 -1.0297
H 3.6987 -0.6431 0.4492
H 3.7885 -0.3091 -1.2619
H 0.6101 -0.4577 -1.6659
H 1.8383 0.5373 -2.3831
H 0.6027 2.5651 -1.5409
H -0.5026 1.5264 -0.7164
H -0.4786 1.5206 -2.4958
H 1.8949 2.4929 0.2322
H 3.1755 1.5947 0.9413
H 3.1946 2.3042 -2.0068
H 3.9777 3.2407 -0.7833
H 4.5206 1.6113 -0.9449
*
```

Calculated values
- Expectation value of S²: 2.0193
- Calculated total energy: -80788.253 eV